(1)
{"formula": "C21H56ClNO16", "method": "the ωB97M-V functional and the def2-TZVPD basis", "symbols": ["C", "C", "C", "C", "N", "C", "C", "C", "C", "C", "H", "H", "H", "H", "H", "H", "H", "H", "H", "H", "H", "H", "H", "H", "H", "H", "H", "H", "H", "H", "Cl", "O", "O", "O", "O", "C", "C", "O", "O", "H", "H", "H", "H", "H", "H", "C", "C", "O", "O", "H", "H", "H", "H", "H", "H", "C", "C", "O", "O", "H", "H", "H", "H", "H", "H", "C", "C", "O", "O", "H", "H", "H", "H", "H", "H", "C", "C", "O", "O", "H", "H", "H", "H", "H", "H", "C", "C", "O", "O", "H", "H", "H", "H", "H", "H"], "coordinates": [[-10.2178, 2.9673, 22.9663], [-10.6053, 3.2766, 21.5269], [-12.0142, 3.8356, 21.4420], [-12.3814, 4.0615, 19.9989], [-13.8102, 4.3524, 19.7057], [-13.9615, 4.5353, 18.2243], [-15.2357, 5.3253, 18.0660], [-15.2026, 6.3025, 19.2463], [-14.2755, 5.6590, 20.2954], [-14.7118, 3.2885, 20.1510], [-10.2303, 3.8452, 23.6217], [-9.1946, 2.6021, 23.0708], [-10.8945, 2.2534, 23.4387], [-10.5144, 2.3676, 20.9299], [-9.8690, 4.0442, 21.2636], [-12.0975, 4.7790, 21.9951], [-12.7498, 3.1949, 21.9370], [-12.2111, 3.1515, 19.4144], [-11.8023, 4.8701, 19.5568], [-13.9683, 3.5685, 17.7347], [-13.1299, 5.1587, 17.8997], [-16.1385, 4.7173, 18.1123], [-15.2828, 5.8760, 17.1286], [-16.1892, 6.4420, 19.6839], [-14.8326, 7.2838, 18.9659], [-14.7755, 5.4495, 21.2364], [-13.4077, 6.2915, 20.4578], [-15.7414, 3.6444, 20.1100], [-14.4501, 2.9692, 21.1457], [-14.6882, 2.4888, 19.4115], [-15.3633, 4.3191, 23.9583], [-15.7195, 3.9738, 25.3179], [-16.4071, 5.0632, 23.3161], [-14.1210, 5.0715, 23.9701], [-15.0853, 3.0713, 23.2644], [-18.5878, 1.6187, 21.7787], [-18.7480, 3.0987, 21.6059], [-19.5441, 3.4841, 20.4744], [-19.8748, 0.9796, 21.7905], [-18.0685, 1.3500, 22.7026], [-18.0226, 1.1349, 20.9750], [-17.8154, 3.6703, 21.5725], [-19.2615, 3.5010, 22.4934], [-19.9242, 2.6681, 20.1133], [-20.2767, 1.1480, 22.6518], [-16.5185, 4.2726, 28.8945], [-16.3794, 3.3779, 30.1277], [-16.4136, 4.1429, 31.3395], [-17.8540, 4.6258, 28.6051], [-16.0557, 3.7183, 28.0630], [-15.8918, 5.1584, 29.0060], [-15.4055, 2.8857, 29.9943], [-17.1495, 2.6071, 30.1363], [-15.5180, 4.2593, 31.6561], [-18.2102, 3.9590, 28.0121], [-12.5747, 3.2844, 27.4983], [-12.6378, 2.5938, 26.1675], [-11.5992, 1.6239, 26.0970], [-13.0607, 2.4248, 28.5556], [-13.2843, 4.1173, 27.5069], [-11.5643, 3.6632, 27.6969], [-12.5062, 3.3197, 25.3609], [-13.6199, 2.1320, 26.0621], [-11.9770, 0.8002, 25.7806], [-12.3846, 1.7458, 28.6985], [-16.9652, 0.2898, 25.4438], [-18.0693, -0.6249, 25.8924], [-19.3148, 0.1271, 25.9032], [-16.4914, 1.0939, 26.5114], [-17.3150, 0.9308, 24.6372], [-16.1465, -0.3619, 25.1091], [-17.9320, -0.9937, 26.9174], [-18.1074, -1.5108, 25.2423], [-19.9308, -0.2927, 26.5083], [-16.2547, 1.9257, 26.0838], [-16.2968, 8.3498, 22.2807], [-15.4601, 8.3760, 23.5183], [-15.2300, 9.7165, 23.9362], [-15.5711, 8.8540, 21.1380], [-17.1645, 8.9813, 22.5355], [-16.6257, 7.3217, 22.0859], [-14.5046, 7.8534, 23.3983], [-16.0153, 7.8476, 24.3025], [-14.5747, 9.6875, 24.6356], [-16.1472, 8.8135, 20.3692], [-15.0537, -0.0509, 21.5683], [-13.9605, -0.4054, 20.5691], [-12.9907, 0.6596, 20.5151], [-14.5295, 0.2666, 22.8125], [-15.7348, -0.9042, 21.6188], [-15.6194, 0.7778, 21.1260], [-14.4450, -0.4253, 19.5880], [-13.4815, -1.3691, 20.7488], [-12.4318, 0.5868, 21.3005], [-14.2125, 1.1809, 22.7567]], "atomic_forces_ev_per_a": [[-0.043, -0.131, 0.830], [0.387, 0.348, 1.150], [-0.448, 0.523, 0.232], [0.077, -0.874, -0.418], [-0.039, 0.947, -0.276], [-0.266, 0.421, -0.163], [-0.579, 0.481, -0.016], [-0.229, -0.246, 0.477], [-0.036, 0.584, -0.074], [-0.899, -0.711, -0.639], [-0.260, 0.132, -0.296], [-0.081, -0.254, -0.283], [0.054, -0.147, -0.008], [0.169, 0.186, -0.258], [-0.193, -0.211, -0.847], [0.160, -0.069, -0.015], [0.293, -0.207, -0.054], [0.332, -0.003, 0.128], [0.027, 0.068, 0.015], [0.256, -0.074, -0.044], [0.162, -0.214, -0.085], [0.127, -0.211, -0.025], [0.158, -0.185, -0.121], [-0.063, 0.036, -0.124], [0.121, -0.007, -0.032], [0.154, 0.076, 0.153], [0.097, -0.097, 0.191], [0.093, 0.233, 0.351], [-0.203, -0.047, 0.083], [0.420, -0.261, 0.324], [1.551, -0.508, 1.467], [-0.321, 0.292, -0.359], [-0.082, -0.078, -0.323], [-0.538, 0.249, -0.252], [-0.459, -0.189, -0.718], [-0.234, -0.845, 0.105], [-0.525, 1.249, 0.397], [0.454, -0.780, -0.188], [0.224, 0.085, -0.133], [0.172, 0.430, -0.021], [-0.161, 0.207, -0.158], [0.179, -0.404, -0.089], [0.070, -0.205, 0.001], [-0.104, 0.302, 0.196], [0.018, -0.021, -0.085], [0.359, -1.034, -0.130], [0.899, 0.714, -0.394], [-0.393, -0.387, -0.065], [-0.062, 0.316, -0.062], [-0.271, 0.065, -0.048], [-0.303, 0.231, 0.216], [-0.135, -0.087, 0.308], [-0.139, 0.125, 0.135], [0.116, -0.016, -0.040], [-0.007, 0.015, 0.003], [-0.889, -0.060, 0.590], [-0.034, 0.234, -0.146], [0.162, -0.408, -0.020], [0.848, 0.140, -0.268], [0.221, 0.049, -0.164], [-0.106, -0.121, 0.065], [-0.063, 0.096, -0.021], [-0.052, -0.012, -0.035], [0.042, -0.027, 0.025], [-0.262, 0.139, -0.075], [0.453, -0.696, 0.560], [-1.116, 0.302, 0.617], [0.501, -0.363, -0.445], [-0.183, 0.285, -0.283], [-0.027, -0.166, -0.256], [-0.032, 0.235, -0.322], [0.527, 0.116, -0.191], [-0.270, 0.274, -0.131], [0.037, -0.042, 0.005], [0.190, 0.292, 0.370], [-0.201, 0.336, -0.234], [0.507, -0.280, 0.550], [-0.083, 0.118, -0.286], [-0.056, -0.185, 0.451], [0.055, -0.125, -0.503], [-0.020, 0.119, 0.176], [-0.089, -0.070, -0.217], [-0.035, -0.142, -0.146], [0.027, 0.072, 0.089], [-0.106, 0.097, 0.140], [0.076, -0.440, -1.075], [-0.147, 0.698, -0.306], [0.040, -0.315, 0.044], [0.285, 0.192, 0.498], [-0.029, 0.034, 0.388], [-0.077, 0.111, 0.238], [0.266, -0.162, -0.074], [0.007, 0.046, 0.170], [-0.133, -0.066, -0.108], [-0.291, -0.111, 0.412]], "e_homo_ev": -8.889, "gap_ev": 8.7, "lumo_energy_ev": -0.1533, "de_lowest_ev": 0.000}



(2)
{"formula": "C7H7Cl2IN3P", "method": "the ωB97M-V functional and the def2-TZVPD basis", "symbols": ["C", "C", "C", "C", "C", "C", "C", "N", "N", "N", "P", "Cl", "Cl", "I", "H", "H", "H", "H", "H", "H", "H"], "coordinates": [[0.3270, -2.8178, -0.3337], [0.3071, -0.3985, -0.0095], [0.9086, -1.6142, -0.2579], [-1.1106, -0.4180, 0.0083], [-1.0712, -2.7927, -0.1123], [1.0648, 1.9660, 0.3897], [2.3437, 2.8375, 0.4479], [-1.6966, -1.7010, 0.1324], [1.1125, 0.7031, 0.2073], [-2.0229, 0.5299, 0.0696], [-3.5539, -0.0064, 0.2088], [2.7552, -1.6750, -0.3310], [-1.8771, -4.2327, -0.0513], [-4.6177, 2.0184, -0.3649], [0.6690, -3.6363, -0.8973], [0.0533, 2.4162, 0.3274], [2.8625, 2.7321, 1.4791], [2.1135, 3.9046, 0.2977], [3.0071, 2.4203, -0.4092], [2.1492, 0.3572, 0.2305], [-3.7235, -0.5927, -1.0317]], "atomic_forces_ev_per_a": [[-1.479, -0.145, -0.826], [-0.435, 0.956, 0.133], [3.161, -0.247, 0.266], [-3.093, -0.444, 1.042], [1.320, 2.289, 0.418], [-1.424, 1.904, -0.421], [0.360, -1.684, 0.222], [-0.284, 0.156, -0.530], [4.037, -1.140, 0.193], [4.665, 0.679, -0.464], [-1.461, -1.479, 1.407], [-1.367, 0.267, -0.176], [-1.203, -1.905, 0.036], [-0.933, 1.467, -0.459], [1.164, -0.976, 0.043], [0.670, -0.206, 0.277], [-0.720, 0.066, -1.778], [0.041, -0.632, -0.071], [-0.729, 0.993, 1.588], [-2.062, 0.454, -0.181], [-0.227, -0.373, -0.719]], "e_homo_ev": [-7.334, -7.333], "gap_ev": [6.3, 6.3], "lumo_energy_ev": [-0.9953, -0.9955], "de_lowest_ev": 1.979}